Molecular formula: C29H41F5P2SZr
Method: DFT, the ωB97M-V functional and the def2-TZVPD basis

```
! RIJCOSX wB97M-V def2-TZVPD def2/J DEFGRID3
* xyz 2 1
Zr -0.511 1.104 0.342
C 1.093 -0.973 1.794
C 1.595 -0.025 0.774
C 1.846 0.908 2.899
C 1.317 -0.400 3.062
C 1.993 1.180 1.520
C 0.712 -2.393 1.573
H 0.506 -2.600 0.515
H -0.200 -2.651 2.138
H 1.495 -3.102 1.900
C 1.202 -1.083 4.379
H 0.433 -1.865 4.366
H 0.954 -0.363 5.173
H 2.154 -1.561 4.657
C 2.389 1.741 4.001
H 1.594 2.021 4.701
H 2.848 2.669 3.637
H 3.162 1.201 4.571
C 2.827 2.265 0.934
H 3.901 2.109 1.146
H 2.538 3.259 1.312
H 2.748 2.294 -0.160
C 2.354 -0.392 -0.475
H 3.425 -0.124 -0.397
H 1.976 0.183 -1.329
H 2.262 -1.458 -0.729
C -1.388 -3.686 -1.440
C -0.641 -4.731 -1.816
C 0.530 -4.757 -2.739
C 0.395 -4.190 -4.193
C 0.757 -2.770 -4.474
C 0.553 -1.731 -3.662
C 0.080 -1.824 -2.244
C -1.356 -2.325 -2.092
H 0.759 -5.821 -2.879
H -0.600 -4.429 -4.613
H 1.426 -4.318 -2.279
H -1.827 -2.326 -3.087
H -2.163 -3.809 -0.668
H -0.844 -5.711 -1.357
H -1.943 -1.624 -1.459
H 0.775 -2.416 -1.629
H 0.752 -0.723 -4.024
H 0.111 -0.800 -1.831
H 1.115 -4.768 -4.796
H 1.236 -2.588 -5.445
P -1.729 1.180 -2.012
C -3.481 1.058 -2.596
C -1.104 1.232 -3.792
P -0.129 3.173 -0.817
C -1.676 3.024 -1.799
C 1.213 2.637 -1.969
C -0.163 4.924 -0.469
H -4.138 1.641 -1.943
H -3.788 0.007 -2.600
H -3.584 1.449 -3.620
H -1.766 1.878 -4.391
H -1.149 0.229 -4.233
H -0.089 1.620 -3.916
H -1.030 5.350 -0.993
H 0.785 5.371 -0.795
H -0.292 5.068 0.610
H -2.575 3.368 -1.259
H -1.562 3.550 -2.760
H 2.198 2.954 -1.607
H 1.048 3.020 -2.976
H 1.285 1.543 -2.090
F -2.515 -1.256 6.017
C -2.233 -0.270 5.143
C -2.408 -0.473 3.766
F -2.763 -1.680 3.273
C -2.163 0.585 2.912
F -2.371 0.386 1.494
C -1.616 1.792 3.332
S -1.048 2.891 2.077
C -1.443 1.983 4.725
F -0.837 3.112 5.171
C -1.745 0.954 5.610
F -1.475 1.102 6.929
*
```

The calculation puts the lowest unoccupied orbital energy (spin up / spin down) at -0.2903 / -0.2901 Ha. Its frontier orbital gap (spin up / spin down) is 5.62 / 5.63 eV. The total energy is -75000.3547 eV. For the relative energy (zero: lowest compared OMol25 entry of this formula, charge and spin), the calculation gives 0.000 eV. The value obtained for the HOMO energy (spin up / spin down) is -13.5201 / -13.5207 eV.

---

Molecular formula: C3H4ClNO
Method: DFT, the ωB97M-V functional and the def2-TZVPD basis

```
! RIJCOSX wB97M-V def2-TZVPD def2/J DEFGRID3
* xyz 0 1
C -0.311 -0.944 -1.309
C -0.087 1.184 1.639
C 0.913 -0.972 -0.905
N -1.045 1.846 2.341
O -1.423 -1.089 -1.604
Cl 1.466 1.709 1.987
H 1.633 -0.397 -1.429
H -2.010 1.527 2.203
H 1.069 -1.580 -0.063
H -0.947 2.559 3.118
*
```

The calculation puts the lowest unoccupied orbital energy at 0.0315 Ha. Its frontier orbital gap is 9.46 eV. The total energy is -19232.8281 eV. For the relative energy (zero: lowest compared OMol25 entry of this formula, charge and spin), the calculation gives 2.947 eV. The value obtained for the HOMO energy is -8.5972 eV.